1.
The following is a DFT calculation (ωB97M-V/def2-TZVPD) of a structure of composition C18H24Br2F2FeN3O2PS3 in a non-equilibrium geometry.

Summary:
- Energy: -249322.9892 eV
- <S²>: 6.024

```
! RIJCOSX wB97M-V def2-TZVPD def2/J DEFGRID3
* xyz 0 5
Fe 1.4288 0.3985 -0.4488
F 1.6508 2.5575 4.2801
C 2.1500 1.7207 3.3165
C 1.6944 1.7596 2.0393
C 2.1518 0.7349 1.2337
C 3.1551 -0.1912 1.5585
C 3.6052 -0.1290 2.8704
F 4.4799 -1.1445 3.2149
C 3.2002 0.9192 3.7294
C 3.5575 -1.1303 0.5226
C 4.6035 -2.0946 0.5273
C 5.1155 -2.5424 -0.6399
C 4.6259 -2.0763 -1.8586
C 3.6106 -1.1992 -1.8188
N 2.9421 -0.8376 -0.6581
H 0.9023 2.4368 1.6928
H 3.6481 0.9925 4.6899
H 4.9938 -2.3327 1.5436
H 5.9969 -3.1927 -0.5649
H 4.9908 -2.3495 -2.8209
H 3.1265 -0.8346 -2.7306
C -1.3777 -1.7845 -4.5176
C -0.3529 -0.8983 -3.8107
O -1.0382 0.4468 -3.5570
P -0.4983 1.3536 -2.3394
S -0.7838 0.2849 -0.5208
S 1.4714 1.7083 -2.4145
O -1.2981 2.7273 -2.2594
C -2.5904 2.9922 -3.1702
C -3.8120 2.9926 -2.2908
H -0.9670 -2.7630 -4.7194
H -1.5026 -1.3495 -5.5288
H -2.3779 -1.8510 -4.0367
H 0.5631 -0.6342 -4.3573
H -0.0989 -1.2791 -2.8370
H -2.5771 2.1551 -3.8709
H -2.3417 3.9714 -3.5818
H -3.9210 2.1102 -1.5826
H -4.7325 2.9313 -2.9174
H -3.8934 3.8971 -1.7499
Br 0.4939 -3.6542 0.3440
C -0.3418 -4.8359 1.5229
Br -1.2853 -6.0759 0.2237
H -1.0911 -4.2794 2.1333
H 0.3486 -5.4101 2.1341
C -4.2718 2.7982 3.4756
N -3.1797 1.9781 3.1752
C -3.3255 0.6313 2.8641
N -2.1824 -0.0797 2.7430
S -4.9392 -0.0474 2.7076
H -4.6421 3.2771 2.6217
H -4.0594 3.4973 4.2614
H -5.1458 2.1669 3.7734
H -2.2357 2.3301 3.4105
H -1.2933 0.3238 2.4501
H -2.3497 -1.0958 2.5432
*
```

2.
The following is a DFT calculation (ωB97M-V/def2-TZVPD) of a structure of composition C47H60N4O2ReSi3 in a non-equilibrium geometry.

Summary:
- Energy: -85535.0088 eV
- <S²>: 3.779

```
! RIJCOSX wB97M-V def2-TZVPD def2/J DEFGRID3
* xyz 0 4
Re -1.0130 0.4510 0.1481
C 1.9342 0.9001 2.5882
Si 0.2013 1.5111 2.0487
C -0.7895 1.4606 3.6852
C 0.5715 3.3383 1.6491
C 1.1794 4.1772 2.5840
C 1.5189 5.4817 2.2625
C 1.2439 5.9685 0.9912
C 0.6319 5.1449 0.0590
C 0.2910 3.8276 0.3663
Si -0.4778 2.6465 -0.9436
C -1.8835 3.6772 -1.7357
C 0.8870 2.8196 -2.2909
H 2.4093 1.6879 3.1746
H 2.5843 0.6843 1.7381
H 1.8803 0.0057 3.2119
H -0.1419 1.7369 4.5195
H -1.1748 0.4573 3.8840
H -1.6369 2.1474 3.6722
H 1.4025 3.8045 3.5794
H 2.0132 6.1140 2.9899
H 1.5154 6.9825 0.7244
H 0.4248 5.5341 -0.9327
H -1.5618 4.7172 -1.8178
H -2.8005 3.6694 -1.1483
H -2.1204 3.3124 -2.7371
H 1.0776 3.8830 -2.4394
H 0.5923 2.4028 -3.2567
H 1.8275 2.3552 -1.9887
O -3.6183 -2.4752 1.7044
C -3.0736 -1.4915 1.2231
O -2.0936 -1.4480 0.4223
C -3.6277 -0.1177 1.6032
C -4.8994 -0.0999 2.1987
C -5.5340 1.0905 2.3694
C -4.8461 2.2780 2.0397
C -5.4604 3.5434 2.1539
C -4.7648 4.6852 1.8724
C -3.4008 4.5961 1.5444
C -2.7853 3.3814 1.4205
C -3.5079 2.1858 1.5813
N -2.9372 0.9678 1.2890
H -5.3367 -1.0610 2.4240
H -6.5456 1.1472 2.7515
H -6.4954 3.5825 2.4701
H -5.2493 5.6502 1.9338
H -2.8259 5.4999 1.3875
H -1.7318 3.3333 1.1949
C 5.5375 -0.9625 -2.2066
C 4.3511 -1.5508 -2.9862
C 4.3804 -0.9875 -4.4092
C 4.4659 -3.0800 -3.0627
C 3.0725 -1.1836 -2.2575
C 2.0376 -0.4764 -2.8495
C 0.9453 -0.1079 -2.0942
N 0.8056 -0.3711 -0.7899
C 1.7411 -1.1714 -0.2257
C 2.8645 -1.5594 -0.9325
C 1.4700 -1.7228 1.1181
C 2.3910 -2.4268 1.8828
C 2.0139 -2.9619 3.1108
C 0.6751 -2.8308 3.4714
C -0.1784 -2.1041 2.6568
N 0.2236 -1.5323 1.5353
C 3.0321 -3.6514 4.0104
C 2.4882 -3.8451 5.4305
C 3.3700 -5.0247 3.4138
C 4.3024 -2.7926 4.1028
H 6.4739 -1.2046 -2.7105
H 5.5830 -1.3543 -1.1899
H 5.4450 0.1234 -2.1476
H 5.3324 -1.2411 -4.8759
H 4.2835 0.0994 -4.4070
H 3.5827 -1.4124 -5.0204
H 5.3493 -3.3592 -3.6385
H 3.5876 -3.5002 -3.5556
H 4.5508 -3.5280 -2.0716
H 2.0463 -0.2073 -3.8939
H 0.1389 0.4356 -2.5614
H 3.5825 -2.1987 -0.4398
H 3.4119 -2.5304 1.5441
H 0.2791 -3.2682 4.3744
H -1.2226 -1.9846 2.9213
H 1.6869 -4.5843 5.4594
H 2.1154 -2.9044 5.8388
H 3.2863 -4.1998 6.0828
H 2.4710 -5.6355 3.3195
H 4.0772 -5.5497 4.0581
H 3.8180 -4.9233 2.4239
H 4.0544 -1.7778 4.4187
H 4.8252 -2.7377 3.1476
H 4.9862 -3.2248 4.8340
C -4.5397 1.2028 -1.4147
Si -3.6602 0.0666 -2.6390
C -4.7497 -1.4713 -2.8462
C -3.7186 1.0340 -4.2910
N -2.0879 -0.3714 -2.1035
C -1.4214 -1.3759 -2.7769
C -1.4108 -1.4468 -4.1918
C -0.7002 -2.4192 -4.8723
C 0.0327 -3.3806 -4.1875
C 0.0119 -3.3621 -2.7993
C -0.6962 -2.3943 -2.1101
H -5.3624 1.7163 -1.9156
H -3.8670 1.9600 -1.0115
H -4.9659 0.6280 -0.5916
H -5.7979 -1.2053 -3.0029
H -4.6928 -2.0983 -1.9529
H -4.4261 -2.0790 -3.6935
H -4.4408 1.8513 -4.2294
H -4.0270 0.3870 -5.1156
H -2.7500 1.4691 -4.5455
H -1.9659 -0.7021 -4.7476
H -0.7212 -2.4314 -5.9563
H 0.5822 -4.1427 -4.7260
H 0.5488 -4.1237 -2.2424
H -0.7603 -2.4471 -1.0355
*
```

3.
The following is a DFT calculation (ωB97M-V/def2-TZVPD) of an isolated molecule of C4H7N3 in a non-equilibrium geometry.

Summary:
- Energy: -8726.5563 eV

```
! RIJCOSX wB97M-V def2-TZVPD def2/J DEFGRID3
* xyz 0 1
C 2.1801 0.0056 -0.2259
C 0.8206 0.4681 0.3009
N -0.1870 -0.5788 0.1810
C -1.4301 -0.3627 -0.2757
N -2.1919 0.8114 0.1047
C -2.5054 -1.3493 -0.3695
N -2.9959 -0.4405 0.4602
H 2.1250 -0.2813 -1.2819
H 2.5630 -0.8518 0.3404
H 2.9122 0.8151 -0.1257
H 0.4537 1.3097 -0.2921
H 0.9050 0.8077 1.3376
H 0.0251 -1.4890 0.5714
H -2.6743 1.1358 -0.7255
*
```

4.
The following is a DFT calculation (ωB97M-V/def2-TZVPD) of a cluster of 12 separate species, C16H56O12 in total in a non-equilibrium geometry.

Summary:
- Energy: -42065.6306 eV
- SMILES: CCO.CCO.CCO.CCO.CCO.CCO.CCO.CCO.O.O.O.O

```
! RIJCOSX wB97M-V def2-TZVPD def2/J DEFGRID3
* xyz 0 1
C -3.9403 6.8061 1.9436
C -2.7697 7.1979 1.0333
O -3.1885 8.2082 0.0884
H -3.5493 6.0518 2.6264
H -4.7247 6.3033 1.3780
H -4.3498 7.6336 2.5230
H -2.3378 6.2766 0.6426
H -1.9851 7.6253 1.6575
H -2.5034 8.8800 0.0576
C -0.8362 -8.3389 -0.0642
C -1.9952 -7.9795 -0.9771
O -2.8767 -7.2386 -0.2099
H -0.1468 -8.9640 -0.6316
H -1.2342 -8.9028 0.7794
H -0.2741 -7.5463 0.4298
H -2.4816 -8.8844 -1.3413
H -1.6700 -7.4229 -1.8561
H -3.6041 -6.9576 -0.7698
C 6.5979 -5.2380 -5.2626
C 5.4393 -6.1657 -4.7942
O 4.6108 -6.3786 -5.8798
H 7.0833 -4.7394 -4.4236
H 6.2187 -4.3734 -5.8074
H 7.2750 -5.7410 -5.9529
H 5.0027 -5.6969 -3.9123
H 5.7867 -7.1212 -4.4013
H 4.4312 -5.4839 -6.1779
C 0.9790 4.4943 -7.9088
C 1.7897 4.3627 -6.6778
O 3.1665 4.5435 -6.8463
H -0.0710 4.4818 -7.6162
H 1.1878 3.6791 -8.6016
H 1.1611 5.4847 -8.3260
H 1.5996 3.3339 -6.3719
H 1.3743 5.0455 -5.9366
H 3.4672 3.8282 -7.4115
C -6.2978 -1.1197 3.5751
C -5.9344 -2.2930 4.5270
O -4.6688 -2.8622 4.2243
H -5.5277 -0.3565 3.4623
H -7.1914 -0.6491 3.9852
H -6.7610 -1.4203 2.6353
H -6.6480 -3.0796 4.2815
H -6.0239 -2.0243 5.5796
H -4.7629 -3.2852 3.3676
C -6.3413 1.9569 -4.5041
C -6.8448 1.6942 -5.9672
O -7.6505 0.5757 -5.9719
H -5.9969 0.9915 -4.1333
H -7.1514 2.2844 -3.8526
H -5.5672 2.7210 -4.4329
H -6.0114 1.5556 -6.6559
H -7.4680 2.5413 -6.2537
H -7.8389 0.3765 -6.8919
C 1.2944 -0.8143 -0.7665
C 0.2999 0.1960 -0.3258
O 0.9893 0.8766 0.6575
H 2.0729 -0.4335 -1.4276
H 0.8137 -1.4880 -1.4758
H 1.8186 -1.3714 0.0100
H -0.5985 -0.1925 0.1539
H -0.0431 0.8439 -1.1325
H 0.4716 0.7996 1.4623
C 4.2289 4.0122 8.0227
C 5.4459 3.2639 8.5744
O 5.8048 3.9049 9.7656
H 4.0205 3.6380 7.0204
H 4.3477 5.0953 8.0498
H 3.4072 3.9699 8.7377
H 6.3302 3.2154 7.9389
H 5.1397 2.2349 8.7629
H 6.3331 3.2546 10.2342
O -0.8581 0.5114 5.7068
H -1.3516 -0.2908 5.5360
H -1.2683 0.8839 6.4873
O 5.3816 -4.7545 2.2653
H 5.8939 -4.1614 1.7156
H 4.8566 -4.1758 2.8182
O 5.6054 1.6861 1.2548
H 5.6443 2.5124 0.7733
H 4.6820 1.4355 1.2273
O 3.7606 -1.4977 5.3463
H 4.4578 -0.9341 5.0108
H 3.0729 -0.8910 5.6208
*
```

The lowest energy belongs to which entry?
C18H24Br2F2FeN3O2PS3